Density functional theory data (wB97M-V/def2-TZVPD) for a molecular structure, C49H46N6O2SSb2Ti at a distorted geometry.

Expectation value of S²: 2.028
LUMO energy (spin up / spin down) (eV): -0.392 / -0.896
ΔE to the lowest compared entry with this formula, charge and spin (kJ/mol): 127.3
DFT total energy (Ha): -4101.78102

```
! wB97M-V def2-TZVPD RIJCOSX def2/J DEFGRID3
* xyz 0 3
Ti -3.23117 0.81164 -1.17704
O -4.26785 4.49379 -3.27857
C -3.50438 3.53985 -3.07838
N -4.00978 2.21682 -2.69682
C -5.21546 1.88744 -3.16982
C -5.90805 2.52848 -4.16910
C -7.02071 1.81061 -4.75706
C -7.33003 0.49216 -4.35021
C -6.90701 0.11387 -3.10886
C -5.75693 0.74388 -2.49227
N -5.11716 0.26519 -1.35103
C -5.65664 -0.73931 -0.53790
O -6.72278 -1.29680 -0.49336
C -4.63287 -1.14711 0.43869
C -4.78615 -2.33737 1.18885
C -3.71447 -2.78064 1.99975
C -2.52441 -1.99719 1.98570
C -2.46965 -0.90185 1.17320
N -3.39665 -0.56933 0.27842
C -2.09159 3.77206 -3.35581
C -1.67849 5.14864 -3.25388
C -0.41028 5.53771 -3.67069
C 0.39838 4.47742 -4.07048
C -0.09578 3.15391 -4.19364
N -1.32228 2.70185 -3.83509
H -5.36288 3.31761 -4.65213
H -7.42980 2.22212 -5.65118
H -8.03246 -0.12982 -4.96199
H -7.40234 -0.60381 -2.47936
H -5.67953 -2.95817 1.15085
H -3.80761 -3.60654 2.63318
H -1.61665 -2.16714 2.56375
H -1.52771 -0.31783 1.20907
H -2.46104 5.85480 -3.03694
H -0.04048 6.59820 -3.68732
H 1.38096 4.68390 -4.51251
H 0.55813 2.35071 -4.50945
C 4.01431 1.90498 3.57131
C 5.15589 1.57512 2.66326
C 5.39233 0.07505 2.48370
Sb 3.65362 -0.72951 1.32845
C 4.71418 -0.56356 -0.66690
C 5.91938 -1.15105 -1.22435
C 6.36918 -0.58407 -2.38080
C 5.90411 0.68015 -2.85607
C 4.65405 1.03778 -2.45391
C 4.08969 0.35561 -1.46286
C 4.26993 -2.67904 2.25656
C 3.76528 -2.84279 3.51042
C 3.97007 -4.10880 4.13383
C 4.70551 -5.10259 3.43316
C 5.35600 -4.77960 2.26024
C 5.15345 -3.53263 1.62728
Sb 2.11496 1.49266 2.46459
C -2.74317 2.30165 0.15120
C -3.40926 2.41063 1.36135
C -2.91887 3.30572 2.33772
C -1.71312 3.91034 2.08955
C -0.99226 3.74364 0.95194
C -1.54853 2.95734 -0.07794
C 1.06288 0.47982 4.01078
C 0.71828 -0.91236 3.83319
C 0.34750 -1.71114 4.97699
C 0.33802 -1.10878 6.22712
C 0.60526 0.26425 6.38160
C 0.96630 1.03593 5.28004
H 4.03030 1.42699 4.54631
H 3.96285 2.98055 3.76723
H 6.10121 2.01647 3.12580
H 5.07999 2.04867 1.68631
H 5.32156 -0.50685 3.39369
H 6.26582 -0.11880 1.89158
H 6.42658 -2.05151 -0.73703
H 7.19352 -1.07436 -2.88278
H 6.36088 1.14801 -3.70305
H 4.15008 1.82485 -2.92632
H 3.09362 0.72410 -1.21343
H 3.21464 -2.11080 4.07890
H 3.69023 -4.24792 5.12580
H 4.82893 -6.02425 3.89475
H 5.89830 -5.55260 1.78906
H 5.42598 -3.33454 0.60274
H -4.25665 1.72424 1.52619
H -3.51009 3.41473 3.28512
H -1.38846 4.60752 2.88124
H -0.08176 4.24042 0.81521
H -0.99849 2.68289 -1.01235
H 0.62865 -1.38883 2.90460
H 0.13028 -2.82121 4.83689
H 0.21700 -1.68266 7.16888
H 0.51002 0.74997 7.38231
H 1.19155 2.08514 5.42822
S -1.40603 0.13859 -2.52502
C -0.88962 -1.60949 -2.47519
N 0.36668 -1.89564 -2.14218
C 0.99985 -3.15598 -2.11025
C 0.21823 -4.13760 -2.96308
C -1.26497 -4.05119 -2.71574
N -1.74182 -2.64681 -2.69300
H 0.91470 -1.10360 -1.88979
H 1.01060 -3.44077 -1.04734
H 2.05171 -3.05779 -2.43656
H 0.72083 -5.10345 -2.75304
H 0.44648 -3.99530 -4.05489
H -1.51113 -4.55620 -1.74582
H -1.80223 -4.62339 -3.50515
H -2.72119 -2.41610 -2.90083
*
```

Mulliken atomic charge list, values in e, 99 entries: Ti -0.907; O -0.661; C 0.025; N 0.382; C 0.786; C -1.020; C -0.463; C -0.828; C -0.796; C 0.477; N 0.185; C 0.236; O -0.704; C 0.140; C -0.683; C -0.664; C -0.306; C -0.700; N 0.960; C 0.490; C -0.710; C -0.456; C -0.417; C -0.327; N -0.275; H 0.397; H 0.394; H 0.333; H 0.468; H 0.499; H 0.559; H 0.185; H 0.600; H 0.475; H 0.380; H 0.370; H 0.463; C -1.126; C -0.565; C -1.056; Sb 0.774; C 0.491; C -0.326; C -0.483; C -0.693; C -0.617; C -0.592; C 0.223; C -0.299; C -0.724; C -0.730; C -0.452; C -0.395; Sb 0.089; C 0.653; C -0.112; C -0.762; C -0.431; C -1.042; C 0.345; C -0.040; C -0.497; C -0.585; C -0.448; C -0.433; C -0.340; H 0.484; H 0.500; H 0.395; H 0.256; H 0.574; H 0.479; H 0.244; H 0.366; H 0.359; H 0.587; H 0.405; H 0.459; H 0.471; H 0.460; H 0.439; H 0.174; H 0.277; H 0.340; H 0.319; H 0.711; H 0.275; H 0.762; H 0.368; H 0.318; H 0.331; H 0.428; S -0.290; C 0.404; N 0.109; C -0.505; C -0.730; C -0.617; N 0.001



Density functional theory data (wB97M-V/def2-TZVPD) for a molecular structure, C49H46NO4PbS6Sb2.

LUMO energy (eV): 1.478
ΔE to the lowest compared entry with this formula, charge and spin (kJ/mol): 413.2
DFT total energy (Ha): -5312.91270

```
! wB97M-V def2-TZVPD RIJCOSX def2/J DEFGRID3
* xyz -1 1
Pb 0.41779 0.96500 0.06276
C -1.79342 3.27191 3.78761
C -1.92750 4.52848 3.21593
C -1.82877 4.66361 1.84361
C -1.59266 3.53437 1.06327
N -1.42940 2.32862 1.62728
C -1.53810 2.20154 2.95247
C -1.48897 3.59267 -0.42020
C -2.23173 4.55298 -1.10749
C -2.16236 4.63340 -2.48851
C -1.33701 3.76102 -3.18185
C -0.60056 2.80175 -2.49526
C -0.66799 2.68050 -1.10634
H -1.86381 3.12107 4.85426
H -2.09541 5.39850 3.83669
H -1.90866 5.63348 1.37479
H -1.40933 1.19909 3.34918
H -2.89056 5.22102 -0.56640
H -2.75576 5.36735 -3.01896
H -1.26634 3.82518 -4.26046
H 0.04484 2.13276 -3.04766
C -2.23990 -2.60204 -1.76870
C -2.77549 -3.43614 -0.61749
C -3.00510 -2.59691 0.64029
Sb -1.83082 -1.83320 2.36980
C -1.94778 -3.77859 3.31114
C -0.83389 -4.56779 3.59428
C -0.97241 -5.79645 4.22662
C -2.22784 -6.25960 4.58797
C -3.34578 -5.48497 4.31803
C -3.20230 -4.25590 3.68995
C 0.35445 -1.63262 2.76858
C 1.52834 -1.87353 1.90917
C 2.69249 -2.30292 2.41379
C 2.84009 -2.62496 3.82005
C 1.82292 -2.46742 4.67238
C 0.54421 -1.89538 4.22518
Sb -0.19188 -1.99047 -1.41609
C 0.27689 -1.75659 -3.48494
C -0.67052 -1.16874 -4.31939
C -0.36374 -0.87101 -5.64013
C 0.90308 -1.14513 -6.13434
C 1.85891 -1.71254 -5.30420
C 1.54903 -2.01317 -3.98616
C 0.36199 -4.08409 -1.27762
C 0.34208 -4.75446 -0.05915
C 0.44299 -6.13669 0.01037
C 0.56269 -6.88211 -1.15194
C 0.58608 -6.23137 -2.37565
C 0.48340 -4.84804 -2.43754
H -2.87990 -1.72778 -1.88555
H -2.22028 -3.15388 -2.70901
H -2.14119 -4.30243 -0.43406
H -3.75354 -3.84751 -0.89394
H -3.70160 -3.14502 1.27944
H -3.47726 -1.65457 0.35508
H 0.15949 -4.23329 3.32531
H -0.09282 -6.39261 4.43586
H -2.33365 -7.21686 5.08141
H -4.33054 -5.83445 4.60166
H -4.08798 -3.65797 3.50411
H 1.46514 -1.64221 0.85234
H 3.54327 -2.42667 1.75764
H 3.79241 -2.99897 4.16929
H 1.91965 -2.72705 5.71886
H -0.32891 -2.16517 4.80895
H -1.66058 -0.93700 -3.94160
H -1.11091 -0.41800 -6.28005
H 1.14818 -0.90583 -7.16063
H 2.85985 -1.89722 -5.67196
H 2.31719 -2.42114 -3.33893
H 0.23258 -4.20391 0.86575
H 0.41431 -6.62482 0.97548
H 0.62426 -7.96183 -1.10520
H 0.67740 -6.80076 -3.29244
H 0.48975 -4.37148 -3.40884
C 2.62974 0.78786 6.78868
S 3.44117 2.21362 6.02795
C 4.50946 1.37754 4.88482
C 4.12616 0.57861 3.87628
S 0.52467 -0.10086 3.80755
S 5.48072 -0.10025 3.08887
C 6.83449 0.57818 3.96249
S 8.43659 0.27748 3.62324
S 6.25479 1.58137 5.21739
H 2.01114 1.15174 7.60869
H 3.38301 0.09952 7.16777
H 2.01090 0.28883 6.04546
O -2.50200 0.38824 -0.31469
H -2.53521 1.01759 -1.04693
H -2.43400 0.95375 0.46995
C 4.50358 4.71680 1.91682
C 4.12820 3.59021 0.99323
C 3.95540 2.30410 1.48074
C 3.63913 1.25180 0.62548
C 3.47993 1.49892 -0.72714
C 3.65581 2.78396 -1.23824
C 3.98798 3.81350 -0.38012
S 2.87771 0.23439 -1.81939
O 2.76429 -0.98602 -1.03329
O 3.73345 0.19166 -2.97377
O 1.50529 0.74950 -2.14798
H 4.29100 4.45903 2.95260
H 3.96217 5.62965 1.66567
H 5.57068 4.93337 1.84050
H 4.06981 2.09645 2.53689
H 3.54749 0.24894 1.02492
H 3.52792 2.95475 -2.29838
H 4.14000 4.81114 -0.77515
*
```

Mulliken atomic charge list, values in e, 99 entries: Pb 1.220; C -1.287; C -0.429; C -1.139; C 0.433; N 0.410; C -0.492; C 1.458; C -0.813; C -0.708; C -0.940; C -0.398; C -0.872; H 0.489; H 0.410; H 0.470; H 0.775; H 0.445; H 0.374; H 0.453; H 0.590; C -1.521; C -0.616; C -0.886; Sb 0.636; C 0.459; C 0.075; C -0.846; C -0.523; C -0.602; C -0.738; C -0.209; C 1.539; C -0.935; C -0.610; C -0.944; C -1.486; Sb 0.385; C 0.580; C -0.794; C -0.650; C -0.604; C -0.639; C -0.182; C 0.432; C -0.280; C -0.644; C -0.556; C -0.832; C -0.536; H 0.600; H 0.718; H 0.092; H 0.517; H 0.562; H 0.371; H 0.254; H 0.455; H 0.376; H 0.406; H 0.421; H 0.282; H 0.538; H 0.474; H 0.541; H 0.680; H 0.301; H 0.413; H 0.363; H 0.416; H 0.477; H 0.508; H 0.521; H 0.359; H 0.402; H 0.352; C -0.354; S -0.215; C 0.495; C -0.546; S -0.133; S -0.100; C 0.087; S -0.350; S -0.294; H 0.383; H 0.282; H -0.268; O -0.499; H 0.295; H 0.232; C -1.682; C 0.098; C 0.379; C 0.481; C -0.448; C -1.079; C -0.694; S 1.646